# 1
{
  "formula": "C12H17N3O2S",
  "method": "ωB97M-V with the def2-TZVPD basis set",
  "relative_energy_ev": 2.155,
  "homo_lumo_gap_ev": 8.441,
  "e_tot_ha": -1180.37394,
  "molar_mass_g_mol": 267.35,
  "largest_force_ev_per_a": 0.82,
  "spin_multiplicity": 1,
  "total_charge": 0,
  "smiles": "COCCNC(=S)N/N=C(\\C)c1ccccc1O",
  "species": ["H", "C", "N", "C", "H", "C", "H", "C", "H", "H", "C", "H", "C", "H", "S", "N", "H", "H", "C", "H", "H", "C", "H", "C", "H", "O", "H", "O", "C", "H", "C", "H", "C", "H", "N"],
  "coordinates": [[-4.40, 2.56, -2.86], [-2.38, 0.25, -1.47], [1.16, -1.42, -0.25], [-1.19, 1.52, -3.13], [3.16, -0.77, 3.31], [-3.51, 1.98, -2.66], [0.67, -0.14, 5.02], [-2.35, 2.25, -3.36], [0.48, -0.53, -3.96], [1.85, -0.12, -2.93], [0.38, -1.43, 3.31], [-0.30, 0.59, 3.71], [-0.01, -0.32, -1.88], [3.00, 0.08, 4.88], [2.59, -2.69, 1.51], [0.13, -0.67, -0.66], [-2.32, 3.04, -4.10], [-2.37, -0.54, -0.74], [0.93, -0.71, -2.99], [-4.42, 0.77, -1.16], [-0.18, 2.57, -4.37], [2.93, 0.19, 3.79], [1.90, -1.74, -0.87], [0.58, -0.03, 3.93], [-0.54, -1.86, 3.71], [-0.04, 1.81, -3.80], [1.19, -1.76, -2.91], [1.67, 0.68, 3.41], [1.29, -1.77, 1.06], [-0.35, -0.72, 1.46], [-3.52, 0.98, -1.71], [1.22, -2.09, 3.56], [-1.20, 0.49, -2.18], [3.66, 0.93, 3.45], [0.30, -1.36, 1.88]]
}

# 2
{
  "formula": "C12H17N3O5",
  "method": "ωB97M-V with the def2-TZVPD basis set",
  "relative_energy_ev": 0.000,
  "homo_lumo_gap_ev": 9.682,
  "e_tot_ha": -1007.98006,
  "molar_mass_g_mol": 283.28,
  "largest_force_ev_per_a": 0.74,
  "spin_multiplicity": 1,
  "total_charge": 0,
  "smiles": "COCCNC(=O)NC(=O)COC(=O)c1cccn1C",
  "species": ["O", "H", "C", "H", "O", "H", "H", "H", "C", "H", "H", "H", "H", "N", "C", "H", "C", "C", "C", "C", "H", "O", "C", "H", "H", "N", "C", "C", "C", "H", "C", "H", "H", "H", "O", "N", "O"],
  "coordinates": [[5.78, 0.97, -1.11], [-4.30, 0.01, -2.63], [-5.46, 1.62, -0.14], [2.68, -1.19, 0.58], [-2.97, -1.64, -1.12], [-3.19, 0.93, 2.11], [-5.42, -1.08, -1.82], [-1.21, -2.87, 1.57], [4.01, 0.47, 0.54], [6.89, 0.53, 0.60], [6.99, -0.66, -0.72], [-5.17, 2.71, 1.74], [7.77, 0.93, -0.89], [0.42, -0.32, 0.80], [-4.88, 1.92, 1.08], [-1.33, -2.72, -0.20], [-2.96, -0.95, -0.13], [1.58, 0.50, 0.76], [0.31, -1.66, 0.68], [4.57, 0.29, -0.88], [3.86, 0.71, -1.60], [1.24, -2.43, 0.55], [-1.12, -2.18, 0.73], [-6.28, 2.10, -0.64], [-5.99, 0.50, -2.40], [-4.83, 0.57, -0.69], [6.90, 0.40, -0.49], [-3.83, 0.16, 0.16], [-3.85, 1.00, 1.27], [3.87, 1.54, 0.74], [-5.15, -0.03, -1.95], [4.69, -0.79, -1.09], [4.70, 0.06, 1.28], [-0.44, 0.21, 0.91], [-2.07, -1.14, 0.89], [2.73, -0.18, 0.68], [1.46, 1.70, 0.83]]
}

# 3
{
  "formula": "C12H17N3O6PRuS5",
  "method": "ωB97M-V with the def2-TZVPD basis set",
  "relative_energy_ev": 2.462,
  "homo_lumo_gap_ev": [5.257, 5.385],
  "e_tot_ha": -3510.51579,
  "molar_mass_g_mol": 591.66,
  "largest_force_ev_per_a": 0.49,
  "spin_multiplicity": 2,
  "total_charge": -2,
  "species": ["O", "C", "H", "S", "C", "H", "H", "O", "C", "H", "H", "N", "H", "C", "S", "C", "Ru", "H", "C", "H", "C", "C", "C", "S", "O", "H", "H", "C", "S", "N", "H", "H", "H", "O", "P", "H", "N", "H", "S", "C", "C", "O", "H", "H", "O"],
  "coordinates": [[-2.88, -0.37, -2.85], [1.05, 0.95, -2.88], [-1.72, 1.60, 0.96], [-1.59, -1.94, -0.86], [1.06, -0.65, 4.02], [-3.80, 0.81, 1.92], [0.70, -0.60, 5.06], [-1.05, 0.70, 2.71], [-0.32, 2.87, -2.29], [-1.07, 3.29, -1.63], [-3.41, 1.50, 3.51], [1.87, -2.49, -2.00], [3.11, -0.89, 4.63], [1.55, 1.70, -3.96], [-2.50, -1.90, 2.24], [1.80, -3.24, -0.96], [0.26, -0.78, -0.06], [2.20, -0.75, -3.55], [0.08, 1.53, -2.00], [-0.15, 4.58, -3.53], [0.19, 3.57, -3.35], [1.15, 3.00, -4.21], [-3.31, 1.63, 2.43], [-3.23, -0.68, -1.47], [0.09, -1.38, 3.28], [3.09, -4.55, -1.78], [-1.40, 2.65, 2.37], [1.53, -0.40, -2.77], [1.60, 0.47, 1.01], [1.27, -1.24, -1.84], [2.78, -1.34, 2.94], [2.61, -4.92, -0.19], [2.27, 1.23, -4.61], [-4.35, -1.60, -1.35], [-0.90, -0.81, 2.12], [-3.79, 2.57, 2.14], [2.36, -4.51, -1.08], [1.55, 3.55, -5.04], [1.07, -2.88, 0.58], [2.39, -1.37, 3.96], [-1.84, 1.70, 2.05], [-3.28, 0.47, -0.59], [1.14, 0.37, 3.65], [2.27, -2.41, 4.26], [-0.46, 0.95, -1.00]]
}

# 4
{
  "formula": "C12H17N7O3",
  "method": "ωB97M-V with the def2-TZVPD basis set",
  "relative_energy_ev": 3.258,
  "homo_lumo_gap_ev": 7.420,
  "e_tot_ha": -1076.29009,
  "molar_mass_g_mol": 307.31,
  "largest_force_ev_per_a": 3.82,
  "spin_multiplicity": 1,
  "total_charge": 0,
  "species": ["C", "H", "N", "H", "H", "H", "N", "H", "C", "H", "C", "C", "N", "H", "C", "N", "C", "H", "O", "N", "O", "C", "H", "C", "N", "H", "N", "O", "H", "H", "C", "H", "C", "C", "H", "H", "C", "H", "H"],
  "coordinates": [[3.86, -2.84, -4.69], [4.60, -1.99, -1.48], [0.80, -2.95, -0.93], [4.66, -3.57, -4.90], [2.69, -1.77, -0.92], [0.33, -3.12, -1.84], [2.13, -1.01, 0.88], [0.17, -3.96, 0.94], [-1.36, -1.55, -0.11], [-3.01, -0.87, 1.11], [0.24, -0.85, 2.01], [4.84, -2.31, -2.50], [2.40, -0.96, 2.15], [0.39, -1.01, -1.22], [0.15, -1.68, -0.39], [3.67, -2.73, -3.26], [2.44, -2.88, -2.75], [-0.14, -4.76, -0.68], [-1.63, -2.15, -2.32], [0.76, -0.99, 0.73], [-3.44, -1.69, -1.13], [1.92, -4.91, -0.02], [2.14, -5.19, 1.01], [0.56, -4.18, -0.06], [1.26, -0.87, 2.89], [5.58, -3.12, -2.44], [-2.19, -1.81, -1.24], [1.46, -3.24, -3.47], [5.32, -1.48, -3.02], [3.54, -3.48, 0.36], [-1.16, -0.82, 2.20], [4.19, -1.87, -5.09], [2.29, -2.75, -1.22], [-1.92, -0.99, 1.06], [-1.54, -0.73, 3.22], [3.75, -4.42, -1.15], [3.00, -3.93, -0.50], [1.99, -5.85, -0.63], [2.92, -3.15, -5.15]]
}

# 5
{
  "formula": "C12H17NO",
  "method": "ωB97M-V with the def2-TZVPD basis set",
  "relative_energy_ev": 5.306,
  "homo_lumo_gap_ev": 9.724,
  "e_tot_ha": -597.28973,
  "molar_mass_g_mol": 191.27,
  "largest_force_ev_per_a": 1.82,
  "spin_multiplicity": 1,
  "total_charge": 0,
  "smiles": "C#CCCC[C@@H]1NC(=O)C[C@H]1CC=C",
  "species": ["H", "O", "C", "H", "H", "H", "H", "H", "C", "C", "C", "H", "C", "H", "H", "C", "H", "C", "C", "H", "H", "H", "H", "C", "N", "H", "C", "H", "H", "C", "C"],
  "coordinates": [[-1.05, 2.07, -1.47], [2.37, 2.22, 1.96], [2.23, 0.12, 0.67], [-3.08, 1.11, -1.13], [-2.49, -0.50, -0.87], [0.24, -1.55, -1.69], [3.39, -3.46, 0.37], [0.25, -1.85, 0.05], [-2.31, 0.54, -0.61], [2.37, -3.36, 0.00], [-0.95, 1.04, -1.14], [1.59, 2.30, -0.78], [0.88, -1.54, -0.79], [0.01, 0.55, 0.82], [2.66, -2.36, -1.86], [0.23, 0.87, -0.20], [-1.84, 1.53, 1.29], [-2.53, 0.77, 0.90], [-5.00, 1.51, 1.51], [-2.30, -0.15, 1.44], [-0.72, 0.45, -2.04], [2.02, 0.25, -1.38], [-5.92, 1.91, 1.86], [1.95, 1.61, 1.03], [1.01, 2.12, 0.04], [1.84, -0.42, 1.55], [-3.90, 1.14, 1.24], [3.27, -0.17, 0.63], [1.60, -4.00, 0.42], [2.06, -2.45, -0.95], [1.36, -0.11, -0.59]]
}

# 6
{
  "formula": "C12H17NO2",
  "method": "ωB97M-V with the def2-TZVPD basis set",
  "relative_energy_ev": 3.602,
  "homo_lumo_gap_ev": 8.340,
  "e_tot_ha": -672.55283,
  "molar_mass_g_mol": 207.27,
  "largest_force_ev_per_a": 5.73,
  "spin_multiplicity": 1,
  "total_charge": 0,
  "smiles": "COc1cc2c(cc1C[C@@H](C)N)OCC2",
  "species": ["C", "C", "O", "H", "N", "H", "O", "H", "H", "C", "C", "C", "H", "H", "C", "H", "C", "H", "H", "H", "H", "H", "H", "C", "H", "C", "C", "H", "C", "C", "H", "H"],
  "coordinates": [[-0.84, 1.58, -0.32], [1.76, -1.03, -1.23], [1.64, 1.58, -0.76], [-4.02, 1.68, -0.11], [1.33, -2.49, 0.65], [-4.82, -0.40, -0.44], [-3.05, -1.27, -0.33], [2.98, 0.35, 0.91], [-0.89, -2.09, -1.89], [2.40, -0.47, 1.20], [2.20, -1.54, 0.18], [-1.97, 0.78, -0.08], [-3.31, 1.26, 1.63], [2.34, 2.32, 1.01], [0.40, 1.08, -0.65], [0.34, -2.14, 0.45], [-3.38, 1.04, 0.53], [-0.96, 2.69, -0.01], [0.93, 3.31, 0.18], [1.29, -0.13, 1.29], [2.71, -0.84, 2.13], [3.18, -2.01, 0.12], [2.82, 3.24, -0.15], [-1.89, -0.54, -0.66], [1.45, -3.39, 0.34], [-3.99, -0.44, 0.36], [1.88, 2.69, 0.08], [2.44, -0.34, -1.70], [-0.74, -1.14, -1.11], [0.39, -0.41, -1.02], [1.55, -1.99, -1.84], [-4.17, -0.94, 1.26]]
}